252
Properties=species:S:1:pos:R:3:mulliken_charge:R:1 method="wB97M-V/def2-TZVPD" smiles=CC1(C)CCCC(C)(C)N1O.CC1(C)CCCC(C)(C)N1O.CC1(C)CCCC(C)(C)N1O.CC1(C)CCCC(C)(C)N1O.CC1(C)CCCC(C)(C)N1O.CC1(C)CCCC(C)(C)N1O.CCCC#N.CCCC#N.CCCC#N.CCCC#N.CCCC#N.CCCC#N de_lowest_kj_mol=0.0 homo_lumo_gap_ha=0.315 e_lumo_ev=0.252
C -1.700 -5.161 -3.702 -2.014
C -2.433 -4.315 -2.618 2.314
C -1.304 -4.004 -1.616 -0.446
C -3.019 -3.093 -3.217 0.427
C -4.321 -3.444 -4.012 -0.381
C -5.309 -4.136 -3.096 -1.199
C -4.750 -5.390 -2.460 1.174
C -5.733 -5.761 -1.379 -2.011
C -4.775 -6.573 -3.507 -1.730
N -3.488 -5.043 -1.876 1.191
O -2.894 -6.164 -1.203 -0.620
H -0.848 -4.606 -4.063 0.214
H -1.343 -6.084 -3.284 0.555
H -2.267 -5.374 -4.597 0.332
H -0.768 -3.163 -2.031 -0.770
H -1.650 -3.685 -0.600 -0.798
H -0.548 -4.767 -1.550 0.734
H -3.349 -2.345 -2.497 0.030
H -2.300 -2.723 -3.924 -0.781
H -4.760 -2.500 -4.323 0.393
H -4.142 -3.986 -4.949 0.340
H -6.173 -4.320 -3.669 0.620
H -5.573 -3.397 -2.216 -0.121
H -6.759 -5.924 -1.740 0.430
H -5.799 -4.988 -0.615 0.212
H -5.401 -6.694 -0.933 0.488
H -4.231 -7.390 -3.067 0.390
H -4.408 -6.176 -4.431 0.319
H -5.843 -6.864 -3.583 0.447
H -2.672 -5.778 -0.349 0.300
C -3.634 4.738 5.060 -1.984
C -2.921 4.464 3.738 2.198
C -2.935 2.974 3.418 -1.565
C -3.538 5.203 2.621 -1.748
C -2.661 5.218 1.386 1.303
C -1.314 5.833 1.673 -1.870
C -0.513 5.156 2.802 2.213
C 0.030 3.834 2.206 0.287
C 0.517 6.141 3.289 -1.808
N -1.556 5.079 3.904 -0.261
O -0.929 4.291 4.899 -0.272
H -4.702 4.490 4.866 0.369
H -3.246 4.125 5.908 0.265
H -3.502 5.817 5.208 0.539
H -3.965 2.717 3.434 0.676
H -2.397 2.818 2.484 -0.318
H -2.329 2.549 4.185 0.494
H -4.536 4.850 2.314 0.293
H -3.655 6.219 2.990 0.456
H -2.482 4.163 1.045 -0.938
H -3.213 5.762 0.595 0.494
H -1.453 6.863 1.978 0.509
H -0.716 5.812 0.733 0.319
H 1.034 4.131 1.823 0.117
H -0.579 3.431 1.420 -0.458
H 0.268 3.030 2.909 -0.810
H 1.042 5.866 4.205 0.300
H 0.153 7.108 3.617 0.433
H 1.188 6.388 2.447 0.360
H -0.755 4.909 5.642 0.327
C -7.378 3.155 -1.565 -2.217
C -6.044 3.426 -2.182 1.491
C -6.053 4.748 -2.925 -1.670
C -5.000 3.600 -1.039 -0.443
C -4.715 2.288 -0.364 0.191
C -4.085 1.363 -1.352 0.070
C -5.053 1.081 -2.522 2.008
C -4.349 0.382 -3.656 -1.112
C -6.206 0.211 -2.065 -1.514
N -5.508 2.389 -3.095 1.246
O -6.365 2.149 -4.238 -0.562
H -7.763 4.107 -1.187 0.491
H -8.046 2.897 -2.367 0.495
H -7.464 2.472 -0.722 0.266
H -6.809 4.854 -3.807 0.312
H -6.315 5.511 -2.255 0.505
H -5.016 4.843 -3.357 0.187
H -4.075 3.911 -1.518 -0.730
H -5.440 4.370 -0.363 0.703
H -4.121 2.457 0.548 -1.035
H -5.664 1.897 -0.006 0.611
H -3.862 0.418 -0.865 0.304
H -3.148 1.817 -1.665 -0.622
H -3.892 -0.557 -3.290 -0.237
H -3.620 1.030 -4.124 -0.190
H -5.015 -0.037 -4.453 0.616
H -5.930 -0.835 -2.152 -0.006
H -7.048 0.448 -2.728 0.357
H -6.534 0.439 -1.051 0.250
H -5.813 2.416 -4.928 0.285
C 1.245 -3.116 -5.276 -1.323
C 0.771 -3.111 -6.798 1.654
C 1.178 -4.426 -7.509 -1.848
C -0.758 -2.934 -6.842 -1.388
C -1.250 -1.535 -6.454 1.166
C -0.606 -0.441 -7.263 -1.510
C 0.948 -0.558 -7.310 1.830
C 1.553 0.366 -8.399 -1.895
C 1.525 -0.091 -5.964 -1.540
N 1.295 -1.972 -7.619 0.129
O 2.680 -2.059 -7.826 -0.530
H 1.240 -4.120 -4.901 0.529
H 2.212 -2.719 -5.159 0.647
H 0.595 -2.614 -4.582 -0.252
H 0.917 -4.476 -8.577 0.410
H 2.302 -4.614 -7.280 0.269
H 0.606 -5.180 -7.021 0.468
H -1.106 -3.131 -7.827 0.630
H -1.188 -3.673 -6.147 -0.224
H -2.323 -1.559 -6.592 0.828
H -1.063 -1.357 -5.370 -0.993
H -0.743 0.560 -6.843 0.081
H -0.961 -0.263 -8.248 0.417
H 2.651 0.512 -8.242 0.315
H 0.974 1.282 -8.283 0.407
H 1.344 -0.103 -9.372 0.485
H 1.298 0.968 -5.801 0.550
H 2.624 -0.070 -6.023 0.449
H 1.154 -0.541 -5.090 -0.113
H 3.163 -2.183 -6.973 0.397
C 6.370 -2.320 3.408 -1.484
C 5.120 -3.010 3.176 2.261
C 4.786 -3.005 1.710 -2.716
C 5.107 -4.441 3.686 -1.584
C 5.121 -4.596 5.232 -0.756
C 3.953 -3.821 5.809 -1.246
C 3.844 -2.367 5.348 1.626
C 2.429 -1.883 5.705 -0.311
C 4.760 -1.425 6.109 -1.481
N 3.948 -2.336 3.868 0.329
O 3.893 -0.973 3.479 2.833
H 7.141 -2.637 2.694 0.506
H 6.233 -1.232 3.194 -0.060
H 6.769 -2.344 4.408 0.251
H 3.780 -3.480 1.596 0.183
H 4.750 -2.019 1.235 0.213
H 5.491 -3.493 1.082 0.764
H 4.252 -4.977 3.258 0.301
H 5.982 -4.996 3.255 0.415
H 5.052 -5.654 5.518 0.520
H 6.068 -4.183 5.681 0.350
H 3.979 -3.790 6.932 0.344
H 3.011 -4.352 5.579 0.220
H 2.244 -2.266 6.736 0.598
H 1.603 -2.257 5.059 -0.921
H 2.422 -0.799 5.676 -0.467
H 5.741 -1.829 6.287 0.456
H 4.250 -1.206 7.071 0.421
H 4.783 -0.416 5.606 -0.156
H 3.058 -0.791 2.968 -0.754
C 7.500 1.313 4.127 -2.317
C 6.824 2.644 3.616 1.651
C 6.736 3.609 4.812 -1.640
C 7.742 3.201 2.564 -1.174
C 7.070 4.233 1.714 -0.660
C 5.785 3.729 1.105 -1.023
C 4.802 3.297 2.189 1.939
C 4.260 4.581 2.889 -1.613
C 3.626 2.499 1.634 -1.792
N 5.514 2.308 3.008 0.597
O 4.621 1.927 4.103 -0.225
H 6.846 0.808 4.821 0.376
H 7.764 0.657 3.332 0.416
H 8.361 1.708 4.649 0.680
H 7.215 4.579 4.575 0.418
H 5.725 3.786 5.156 0.156
H 7.292 3.260 5.700 0.449
H 8.562 3.707 3.083 0.370
H 8.115 2.419 1.858 0.304
H 6.812 5.078 2.334 0.288
H 7.740 4.680 0.974 0.440
H 5.936 2.889 0.407 0.237
H 5.300 4.512 0.536 0.470
H 3.793 5.191 2.098 0.402
H 5.040 5.215 3.333 0.417
H 3.456 4.336 3.570 0.076
H 3.115 3.106 0.859 0.798
H 2.957 2.289 2.476 -0.155
H 3.993 1.564 1.226 -0.070
H 4.427 1.008 3.908 -0.171
C -3.911 -2.803 0.882 0.788
C -4.158 -2.527 2.323 -1.072
C -4.222 -1.100 2.797 -0.742
C -3.088 -0.350 2.328 -0.135
N -2.281 0.242 1.792 0.258
H -3.822 -3.875 0.617 0.124
H -3.039 -2.240 0.585 -0.808
H -4.710 -2.515 0.171 0.212
H -3.498 -3.073 2.992 0.285
H -5.152 -2.874 2.553 0.392
H -4.222 -1.067 3.921 0.358
H -5.057 -0.496 2.394 0.377
C -1.175 3.163 -5.118 -0.390
C -1.247 4.670 -4.856 -0.924
C -2.051 5.006 -3.564 0.224
C -1.470 4.417 -2.289 0.253
N -1.006 3.888 -1.363 -0.416
H -0.539 2.918 -5.980 0.359
H -2.123 2.720 -5.287 0.259
H -0.787 2.584 -4.255 -0.083
H -1.858 5.128 -5.646 0.387
H -0.252 5.189 -4.881 0.330
H -3.069 4.568 -3.619 -0.669
H -2.248 6.091 -3.370 0.492
C 4.015 -0.004 -1.332 -1.371
C 3.386 -1.012 -2.333 1.231
C 3.809 -2.418 -2.092 0.814
C 5.233 -2.594 -2.125 -0.127
N 6.392 -2.655 -2.175 -0.588
H 3.878 -0.189 -0.264 -0.247
H 3.648 0.986 -1.612 0.557
H 5.102 0.071 -1.497 0.650
H 3.476 -0.778 -3.406 0.284
H 2.301 -0.970 -2.090 -1.007
H 3.410 -3.050 -2.847 0.433
H 3.436 -2.699 -1.122 -0.628
C 1.727 2.008 6.146 -0.748
C 0.539 1.095 6.158 -0.783
C 0.139 0.559 4.776 4.575
C -0.884 -0.470 4.880 -0.160
N -1.711 -1.239 4.934 -0.851
H 1.924 2.461 7.093 0.455
H 1.498 2.873 5.500 0.039
H 2.575 1.550 5.690 -0.108
H -0.323 1.472 6.640 0.625
H 0.803 0.217 6.827 0.343
H 0.929 0.096 4.264 -1.637
H -0.246 1.396 4.172 -1.552
C -0.199 -4.191 4.454 -1.189
C 0.708 -4.211 3.254 0.544
C 0.091 -3.812 1.972 1.318
C 0.974 -4.016 0.817 -0.030
N 1.759 -4.068 -0.023 -0.694
H 0.242 -4.373 5.431 0.332
H -1.077 -4.835 4.408 0.416
H -0.676 -3.154 4.540 0.081
H 1.170 -5.212 3.116 0.482
H 1.530 -3.580 3.490 -0.729
H -0.198 -2.766 1.995 -0.657
H -0.862 -4.350 1.839 0.258
C -0.632 0.079 -2.408 -0.431
C -0.228 -0.679 -1.165 1.361
C 0.254 0.314 -0.155 -0.094
C 0.937 -0.240 1.025 -1.031
N 1.349 -0.667 1.998 -0.525
H 0.282 0.283 -2.963 0.509
H -1.207 0.955 -2.160 -0.529
H -1.208 -0.563 -3.100 -0.250
H 0.548 -1.417 -1.366 0.325
H -1.042 -1.273 -0.763 -0.224
H -0.510 1.008 0.298 -0.732
H 0.959 0.931 -0.673 1.082